1.
Density functional theory data (ωB97M-V/def2-TZVPD) for C19H19BN8O3Pd as an isolated structure.

Output
Total energy = -42233.7824 eV
Net charge = -2
Frontier orbital gap = 4.986 eV
F_max = 0.0106 Eh/bohr
Highest occupied orbital energy = -0.00919 hartree

Geometry as XYZ:
```
51
C19H19BN8O3Pd ωB97M-V/def2-TZVPD
Pd -0.685 -0.164 0.054
C 1.680 -3.682 1.017
C 0.529 -3.218 0.365
N 0.037 -2.142 0.967
N 0.861 -1.880 2.002
C 1.848 -2.794 2.058
B 0.640 -0.731 3.021
N 1.009 0.626 2.378
C 2.159 1.301 2.568
C 2.110 2.463 1.829
C 0.854 2.413 1.206
N 0.194 1.311 1.545
N -0.765 -0.752 3.670
C -0.955 -0.971 4.991
C -2.309 -0.945 5.244
C -2.873 -0.698 3.979
N -1.942 -0.585 3.045
H 2.316 -4.507 0.742
H 0.046 -3.598 -0.521
H 2.609 -2.727 2.817
H 1.414 -0.919 3.935
H 2.934 0.891 3.195
H 2.878 3.208 1.712
H 0.418 3.103 0.503
H -0.113 -1.126 5.644
H -2.807 -1.083 6.190
H -3.913 -0.597 3.707
C 0.748 1.114 -4.980
C -0.275 0.773 -3.903
N 0.253 0.486 -2.719
O -1.475 0.768 -4.186
H 1.768 1.143 -4.602
H 0.487 2.083 -5.406
H 0.673 0.369 -5.774
H 1.248 0.549 -2.492
H -0.274 0.288 -1.855
O 3.589 -1.618 -1.687
C 3.767 -0.432 -1.455
N 2.852 0.580 -1.464
C 3.499 1.770 -1.325
O 3.038 2.899 -1.420
C 4.975 1.510 -1.058
C 6.037 2.352 -0.807
C 7.293 1.774 -0.620
C 7.461 0.393 -0.696
C 6.376 -0.444 -0.963
C 5.142 0.143 -1.136
H 5.890 3.425 -0.757
H 8.153 2.402 -0.414
H 8.448 -0.031 -0.546
H 6.490 -1.520 -1.032
```

=====

2.
Density functional theory data (ωB97M-V/def2-TZVPD) for C22H41AlBr4ClF9N4NaO11S2 as an isolated structure.

Output
Total energy = -401780.6107 eV
Net charge = +1
Frontier orbital gap = 1.030 eV
F_max = 0.0511 Eh/bohr
Highest occupied orbital energy = -0.32980 hartree

Geometry as XYZ:
```
96
C22H41AlBr4ClF9N4NaO11S2 ωB97M-V/def2-TZVPD
C -1.864 -0.627 2.954
C -2.310 -1.861 2.188
C -1.721 -3.116 2.726
Br 0.165 -3.309 2.251
O -2.382 -4.332 2.289
C -2.951 -4.185 1.012
N -2.103 -4.274 -0.070
O -4.149 -4.002 0.910
H -2.602 0.127 2.741
H -1.880 -0.758 4.029
H -0.914 -0.246 2.615
H -3.388 -1.919 2.273
H -2.042 -1.717 1.153
H -1.732 -3.147 3.818
H -2.173 -3.414 -0.597
H -1.138 -4.430 0.194
Na -2.903 -4.310 4.467
C 2.881 5.396 2.514
O 3.867 4.387 2.620
C 4.329 4.152 3.949
C 3.843 2.823 4.482
N 2.403 2.843 4.750
C 1.817 1.534 5.005
C 1.908 0.467 3.920
O 1.122 0.741 2.765
C 1.724 1.615 1.823
H 2.762 5.628 1.456
H 1.913 5.062 2.902
H 3.186 6.306 3.038
H 4.056 4.975 4.616
H 5.421 4.118 3.900
H 4.372 2.597 5.413
H 4.124 2.068 3.735
H 1.930 3.256 3.958
H 0.757 1.698 5.222
H 2.265 1.130 5.920
H 1.493 -0.456 4.341
H 2.940 0.235 3.641
H 2.806 1.491 1.787
H 1.472 2.658 2.034
H 1.313 1.375 0.841
C 8.684 1.638 0.908
C 7.549 1.949 -0.048
C 6.343 2.588 0.653
C 5.726 1.693 1.627
N 5.235 0.988 2.390
H 8.388 0.909 1.658
H 9.563 1.204 0.312
H 9.052 2.532 1.422
H 7.243 1.034 -0.557
H 7.902 2.637 -0.817
H 5.593 2.858 -0.092
H 6.635 3.512 1.154
C -5.739 -3.234 -2.059
C -6.600 -2.184 -2.723
O -5.996 -0.882 -2.560
C -4.976 -0.596 -3.352
O -4.513 -1.304 -4.198
C -4.486 0.826 -3.017
F -4.376 0.992 -1.682
F -5.348 1.734 -3.472
F -3.298 1.063 -3.550
H -5.561 -2.971 -1.016
H -6.218 -4.211 -2.099
H -4.767 -3.309 -2.546
H -7.574 -2.120 -2.244
H -6.769 -2.404 -3.776
Cl 10.059 -0.653 0.097
O -4.355 0.559 1.495
H -4.030 1.425 1.764
H -4.604 0.682 0.571
C -0.710 4.142 -9.277
F -0.103 4.793 -10.316
F 0.210 3.693 -8.442
F -1.457 5.015 -8.633
S -1.723 2.764 -9.948
O -0.769 1.881 -10.616
O -2.679 3.377 -10.807
N -2.283 2.214 -8.567
S -3.234 0.962 -8.664
O -2.560 -0.284 -9.117
O -4.509 1.180 -9.264
C -3.554 0.710 -6.876
F -4.141 1.786 -6.372
F -2.408 0.511 -6.232
F -4.337 -0.341 -6.703
Al -2.391 0.254 -11.073
Br 2.239 4.440 -10.517
Br -1.268 -7.686 9.209
C -0.858 -8.577 7.532
C 0.232 -7.866 6.779
Br -0.421 -6.234 5.923
H -1.785 -8.638 6.973
H -0.532 -9.578 7.804
H 0.603 -8.483 5.965
H 1.060 -7.565 7.411
```

=====

What is the net charge in the second record?
+1

=====

net charge of number 1 (C19H19BN8O3Pd)?
-2

=====

highest occupied orbital energy of number 1 (C19H19BN8O3Pd)?
-0.00919 hartree

=====

net charge of number 2 (C22H41AlBr4ClF9N4NaO11S2)?
+1